{
  "formula": "C30H44NOPReSi",
  "method": "wB97M-V/def2-TZVPD",
  "total_charge": 2,
  "multiplicity": 2,
  "energy_ha": -2008.114046,
  "lumo_energy_ev": [-6.7, -7.0],
  "largest_force_ev_per_a": 0.65,
  "homo_ev": [-13.91, -13.81],
  "species": ["Re", "C", "C", "C", "C", "C", "H", "H", "H", "H", "H", "C", "Si", "C", "N", "C", "C", "C", "C", "C", "C", "C", "C", "C", "C", "C", "C", "C", "C", "C", "C", "C", "H", "H", "H", "H", "H", "H", "H", "H", "H", "H", "H", "H", "H", "H", "H", "H", "H", "H", "H", "H", "H", "H", "H", "H", "C", "P", "C", "C", "H", "H", "H", "H", "H", "H", "H", "H", "H", "C", "C", "C", "O", "H", "H", "H", "H", "H", "H"],
  "xyz": [[-0.16723, -0.31820, 0.12479], [-0.85882, -0.36089, 2.70666], [-1.78875, 0.70049, 2.82416], [-1.22084, 1.82525, 2.26666], [0.08406, 1.50040, 1.79597], [0.35808, 0.14672, 2.17923], [-0.99822, -1.35386, 3.10637], [-2.77951, 0.62687, 3.24918], [-1.67362, 2.80334, 2.17835], [0.80015, 2.24472, 1.50337], [1.34263, -0.21820, 2.46084], [1.55084, 0.67530, -0.46595], [2.53339, -0.94347, -0.72538], [1.60105, -2.38036, 0.14518], [0.11026, -2.44894, 0.03474], [-0.34888, -3.10212, -1.24149], [-0.07264, -4.60020, -1.30188], [-0.67766, -5.33375, -0.11370], [-0.16587, -4.70394, 1.17380], [-0.46045, -3.21167, 1.20501], [2.70273, -1.20964, -2.55942], [2.62503, -2.47829, -3.13874], [2.87284, -2.66736, -4.49350], [3.22743, -1.58803, -5.29079], [3.33358, -0.32147, -4.72991], [3.06655, -0.13492, -3.38037], [4.14173, -0.80482, 0.16926], [4.94453, 0.31549, -0.08175], [6.17536, 0.45853, 0.53815], [6.62428, -0.51757, 1.41846], [5.84609, -1.63639, 1.67591], [4.61140, -1.77979, 1.05605], [1.56189, 1.21405, -1.41530], [1.97220, 1.31855, 0.29696], [1.83985, -2.29463, 1.20650], [2.04499, -3.32492, -0.18303], [0.12245, -2.58652, -2.06855], [-1.42781, -2.93559, -1.30642], [1.00263, -4.79294, -1.34769], [-0.48550, -4.96385, -2.24407], [-0.43072, -6.39350, -0.14718], [-1.76988, -5.25890, -0.15348], [0.90764, -4.88007, 1.28409], [-0.64134, -5.14957, 2.04884], [-0.04951, -2.76892, 2.10860], [-1.53678, -3.04901, 1.20507], [2.38909, -3.34653, -2.53006], [2.81114, -3.66037, -4.92053], [3.43983, -1.73635, -6.34172], [3.64057, 0.51830, -5.34115], [3.18215, 0.86238, -2.96407], [4.61222, 1.08641, -0.77111], [6.78738, 1.32781, 0.33424], [7.58571, -0.40624, 1.90291], [6.20146, -2.39993, 2.35598], [4.03036, -2.67199, 1.26314], [-3.57202, -1.21613, 0.69228], [-2.58152, 0.00574, -0.22126], [-3.36250, 1.61814, 0.05354], [-3.16626, -0.33685, -1.91265], [-4.63061, -0.99242, 0.54771], [-3.34412, -1.21768, 1.75396], [-3.38687, -2.20768, 0.27643], [-4.32974, 1.62135, -0.45015], [-2.73980, 2.40739, -0.36793], [-3.51603, 1.81717, 1.10824], [-4.24883, -0.45125, -1.85434], [-2.73533, -1.24529, -2.32891], [-2.95373, 0.50077, -2.57891], [-0.32169, -0.41860, -4.39587], [-0.30428, 0.28550, -3.08665], [-0.31453, 1.77906, -3.08041], [-0.32553, -0.36914, -2.04067], [-1.31217, -0.30075, -4.84804], [-0.09674, -1.47643, -4.27776], [0.39733, 0.03930, -5.07545], [-1.14198, 2.14763, -3.69140], [0.59794, 2.14493, -3.55949], [-0.38426, 2.17647, -2.06942]],
  "atomic_forces_ev_per_a": [[0.20, 0.18, -0.59], [-0.16, -0.09, -0.08], [-0.08, 0.13, -0.04], [0.02, 0.00, 0.05], [-0.46, 0.10, -0.06], [0.58, -0.20, 0.23], [-0.01, 0.09, 0.04], [0.02, -0.02, -0.02], [0.02, -0.06, 0.02], [0.08, 0.02, 0.01], [-0.02, -0.04, -0.19], [-0.26, 0.27, 0.07], [0.14, 0.17, -0.05], [-0.11, -0.20, 0.11], [-0.32, 0.00, 0.22], [0.03, -0.20, 0.04], [0.03, 0.04, 0.04], [-0.01, 0.03, 0.01], [0.01, 0.01, -0.06], [0.12, -0.10, 0.03], [0.00, -0.06, -0.05], [-0.01, -0.02, -0.02], [0.00, -0.01, 0.04], [-0.01, 0.00, 0.02], [-0.02, 0.02, 0.01], [0.01, 0.00, -0.02], [0.11, -0.03, 0.12], [0.01, -0.04, 0.05], [-0.01, 0.02, -0.03], [0.01, -0.01, 0.02], [-0.04, -0.03, -0.01], [0.06, 0.08, -0.06], [-0.04, -0.14, 0.08], [0.22, -0.02, -0.04], [0.02, -0.05, 0.02], [0.01, 0.06, -0.06], [0.06, 0.04, -0.03], [0.02, 0.05, 0.04], [0.01, 0.00, -0.01], [0.00, 0.00, -0.01], [-0.01, -0.01, -0.02], [0.01, -0.01, 0.01], [0.00, 0.00, -0.01], [0.00, 0.01, 0.00], [0.03, -0.01, -0.06], [-0.09, 0.04, -0.05], [0.01, 0.04, -0.04], [0.00, 0.02, 0.00], [0.00, 0.00, 0.02], [-0.01, -0.02, 0.01], [-0.01, -0.03, -0.01], [0.01, -0.02, 0.02], [-0.02, -0.02, 0.01], [-0.02, 0.00, -0.01], [-0.01, 0.02, -0.02], [0.02, 0.01, 0.01], [-0.07, 0.02, 0.01], [-0.10, 0.00, 0.24], [-0.05, 0.05, 0.05], [0.10, 0.02, -0.09], [0.00, 0.02, 0.01], [-0.01, 0.00, -0.01], [0.01, -0.01, 0.02], [0.00, -0.02, -0.02], [-0.01, 0.01, 0.01], [-0.01, 0.00, -0.01], [-0.02, 0.01, -0.04], [-0.01, -0.01, 0.02], [0.00, -0.03, 0.03], [0.03, -0.08, 0.01], [-0.04, 0.19, 0.06], [0.05, -0.03, 0.05], [0.04, -0.18, -0.01], [0.02, 0.02, 0.02], [-0.01, 0.02, 0.00], [-0.02, 0.01, -0.01], [0.00, -0.05, -0.02], [-0.01, 0.00, 0.01], [-0.02, 0.02, -0.03]],
  "mulliken_spin": [0.99, -0.05, 0.01, -0.02, 0.09, -0.03, -0.01, 0.00, 0.00, 0.00, -0.01, 0.04, 0.01, -0.03, 0.02, -0.01, 0.01, 0.00, 0.00, 0.04, 0.00, 0.00, 0.00, 0.00, 0.00, 0.00, 0.00, 0.00, 0.00, 0.00, 0.00, 0.00, 0.01, 0.00, 0.02, 0.00, -0.01, 0.01, 0.00, 0.00, 0.00, 0.00, 0.00, 0.00, 0.00, -0.01, 0.00, 0.00, 0.00, 0.00, 0.00, 0.00, 0.00, 0.00, 0.00, 0.00, 0.02, -0.06, 0.00, 0.00, 0.00, 0.00, 0.00, 0.00, 0.00, 0.00, 0.00, 0.00, 0.00, 0.00, -0.03, 0.02, -0.01, 0.00, 0.00, 0.00, 0.00, 0.00, 0.00]
}